The following is a quantum chemistry calculation of a single C19H23NO3 molecule, from OMol25.

Atoms and positions in Å:
C 7.137 -2.078 1.080
O 6.125 -2.254 0.120
C 5.232 -1.242 -0.076
C 4.254 -1.473 -1.046
C 3.305 -0.513 -1.321
C 3.296 0.703 -0.644
C 2.234 1.726 -0.932
C 0.892 1.349 -0.281
C 1.007 1.341 1.240
C -0.198 2.334 -0.729
C -1.567 1.956 -0.185
O -2.134 2.594 0.674
N -2.064 0.830 -0.770
C -3.267 0.159 -0.518
C -3.535 -0.999 -1.248
C -4.702 -1.701 -1.047
C -5.637 -1.266 -0.106
O -6.759 -2.032 0.015
C -7.736 -1.643 0.949
C -5.370 -0.113 0.622
C -4.196 0.592 0.419
C 4.271 0.924 0.315
C 5.233 -0.030 0.603
H 7.721 -2.997 1.064
H 6.721 -1.933 2.082
H 7.786 -1.233 0.830
H 4.266 -2.415 -1.570
H 2.561 -0.708 -2.080
H 2.548 2.703 -0.560
H 2.093 1.804 -2.014
H 0.627 0.338 -0.612
H 1.286 2.327 1.604
H 0.057 1.070 1.694
H 1.762 0.626 1.560
H -0.242 2.372 -1.821
H 0.041 3.331 -0.357
H -1.491 0.396 -1.480
H -2.821 -1.350 -1.981
H -4.915 -2.596 -1.609
H -8.148 -0.656 0.713
H -7.339 -1.637 1.969
H -8.527 -2.389 0.876
H -6.068 0.254 1.357
H -4.000 1.485 0.988
H 4.287 1.861 0.853
H 5.974 0.185 1.357

Results
Relative energy (zero: lowest compared OMol25 entry of this formula, charge and spin) in kcal per mole: 23.52
Highest occupied orbital energy in eV: -7.9
Lowest unoccupied orbital energy in eV: 0.641
E in hartree: -1018.2880